# 1
Here is C38H90AgN8O12 as an isolated structure at a distorted geometry from the Open Molecules 2025 dataset. Energies are from the ωB97M-V functional and the def2-TZVPD basis.

XYZ file:
```
149
Properties=species:S:1:pos:R:3:mulliken_spin:R:1
Ag -4.310 -10.700 -25.211 -0.004
C -2.543 -8.112 -22.071 0.039
C -1.574 -7.007 -22.080 0.343
C -0.736 -6.820 -23.321 -0.015
O 0.151 -6.052 -23.238 0.004
C -0.982 -7.692 -24.427 0.217
C -1.957 -8.747 -24.403 -0.097
C -2.757 -8.946 -23.211 0.300
O -3.600 -9.762 -23.142 0.095
O -2.269 -9.409 -25.414 -0.025
O -1.521 -6.239 -21.127 0.162
H -3.068 -8.309 -21.148 -0.108
H -0.322 -7.530 -25.267 0.016
C 1.853 -4.446 -18.481 0.000
C 2.104 -4.628 -19.985 0.000
C 2.821 -5.966 -20.214 0.001
O 3.870 -6.187 -19.378 0.000
C 4.919 -5.270 -19.535 0.000
N 0.807 -4.561 -20.658 0.001
H 1.526 -3.408 -18.354 0.000
H 2.750 -4.565 -17.878 0.000
H 1.100 -5.136 -18.104 0.000
H 2.751 -3.822 -20.349 0.000
H 3.155 -6.060 -21.262 0.000
H 2.098 -6.755 -20.012 0.000
H 5.188 -5.118 -20.597 0.000
H 5.789 -5.727 -19.064 0.000
H 4.709 -4.286 -19.095 0.000
H 0.854 -4.921 -21.640 -0.001
H 0.052 -5.071 -20.235 0.002
C 1.204 -11.102 -28.831 0.000
C 0.504 -12.118 -27.902 0.000
C 1.299 -12.239 -26.663 0.000
O 2.335 -13.190 -26.866 0.000
C 3.342 -13.127 -25.904 0.000
N -0.896 -11.625 -27.607 0.000
H 0.632 -10.910 -29.751 0.000
H 2.201 -11.390 -29.231 0.000
H 1.415 -10.143 -28.354 0.000
H 0.430 -13.070 -28.430 0.000
H 0.648 -12.607 -25.837 0.000
H 1.628 -11.241 -26.302 0.000
H 4.079 -13.887 -26.159 0.000
H 2.958 -13.297 -24.893 0.000
H 3.885 -12.166 -25.930 0.000
H -1.372 -11.377 -28.467 0.000
H -0.905 -10.757 -27.056 0.000
C 3.432 -4.078 -26.667 0.000
C 3.134 -5.007 -25.521 0.000
C 4.377 -5.544 -24.886 0.000
O 5.007 -6.490 -25.666 0.000
C 4.566 -7.778 -25.449 0.000
N 2.252 -4.326 -24.499 0.000
H 4.026 -3.211 -26.381 0.000
H 2.533 -3.787 -27.212 0.000
H 3.994 -4.649 -27.425 0.000
H 2.535 -5.820 -26.008 0.000
H 4.233 -5.876 -23.848 0.000
H 5.120 -4.740 -24.845 0.000
H 4.804 -8.354 -26.328 0.000
H 3.461 -7.788 -25.348 0.000
H 5.008 -8.203 -24.540 0.000
H 1.440 -3.874 -24.940 0.000
H 1.716 -5.029 -23.939 0.000
C -7.076 -6.377 -20.881 0.001
C -6.396 -7.209 -21.977 -0.005
C -5.383 -6.319 -22.681 -0.014
O -4.964 -6.890 -23.897 0.002
C -4.052 -6.084 -24.525 0.023
N -5.774 -8.421 -21.286 0.006
H -7.757 -5.618 -21.289 0.000
H -6.324 -5.741 -20.380 0.000
H -7.541 -6.982 -20.115 0.000
H -7.168 -7.580 -22.662 0.000
H -4.489 -6.150 -22.057 0.016
H -5.868 -5.358 -22.931 -0.002
H -4.542 -5.199 -24.964 -0.001
H -3.585 -6.656 -25.319 0.003
H -3.327 -5.660 -23.809 -0.004
H -5.414 -8.131 -20.364 0.001
H -4.905 -8.656 -21.775 -0.003
C -2.638 -8.193 -18.123 -0.001
C -3.063 -6.744 -17.901 0.002
C -1.843 -5.862 -17.685 0.001
O -2.244 -4.564 -17.640 0.000
C -1.229 -3.651 -17.963 0.000
N -3.873 -6.276 -19.131 0.004
H -3.482 -8.823 -18.401 0.000
H -2.235 -8.595 -17.185 0.000
H -1.870 -8.233 -18.901 0.001
H -3.737 -6.633 -17.046 0.000
H -1.072 -6.083 -18.434 0.000
H -1.411 -6.146 -16.704 0.000
H -0.658 -3.363 -17.077 0.000
H -1.670 -2.794 -18.452 0.000
H -0.533 -4.139 -18.658 0.000
H -3.734 -5.241 -19.071 0.001
H -3.278 -6.439 -19.959 0.002
C -2.844 -3.174 -25.057 -0.004
C -2.200 -2.689 -23.733 0.000
C -2.905 -3.259 -22.527 0.003
O -4.253 -3.017 -22.565 0.001
C -4.922 -3.584 -21.439 0.001
N -0.764 -3.091 -23.754 0.000
H -3.902 -2.869 -25.101 0.000
H -2.763 -4.247 -25.240 0.005
H -2.422 -2.630 -25.907 0.000
H -2.343 -1.603 -23.759 0.000
H -2.501 -2.844 -21.587 0.000
H -2.769 -4.352 -22.430 -0.011
H -4.465 -3.310 -20.485 0.000
H -5.074 -4.676 -21.552 0.009
H -5.952 -3.195 -21.467 0.000
H -0.274 -2.767 -22.904 0.000
H -0.695 -4.111 -23.652 0.002
C -1.394 -5.507 -27.793 0.001
C -1.426 -6.795 -28.539 -0.003
C -0.049 -7.433 -28.596 0.001
O 0.738 -6.715 -29.490 0.000
C 1.790 -7.476 -29.978 0.000
N -2.428 -7.685 -27.854 -0.001
H -2.392 -5.119 -27.620 0.000
H -0.793 -4.745 -28.301 0.000
H -0.854 -5.652 -26.844 0.002
H -1.751 -6.666 -29.574 0.000
H -0.167 -8.470 -28.951 0.000
H 0.459 -7.396 -27.613 -0.001
H 1.451 -8.478 -30.283 0.000
H 2.514 -7.631 -29.159 0.000
H 2.239 -6.956 -30.809 0.000
H -2.095 -8.650 -28.078 0.000
H -2.232 -7.768 -26.849 0.007
C 0.651 -13.650 -22.528 0.000
C -0.098 -12.346 -22.167 -0.004
C 0.398 -11.117 -22.851 -0.001
O 1.759 -10.941 -22.514 0.001
C 2.209 -9.682 -22.965 0.010
N -1.580 -12.497 -22.312 0.000
H 1.706 -13.512 -22.275 0.000
H 0.568 -13.881 -23.592 0.000
H 0.325 -14.480 -21.899 0.000
H 0.195 -12.273 -21.095 0.000
H -0.187 -10.248 -22.471 0.026
H 0.333 -11.113 -23.949 0.003
H 3.277 -9.629 -22.765 0.000
H 1.680 -8.900 -22.418 -0.008
H 2.065 -9.570 -24.049 -0.002
H -1.959 -11.626 -21.901 0.002
H -1.861 -13.196 -21.613 0.000
```

Computed properties:
* lowest unoccupied orbital energy (spin up / spin down): -0.0738 / -0.1223 hartree
* multiplicity: 2
* charge: 0

=====

# 2
Here is C15H11N12O2Rh as an isolated structure at a distorted geometry from the Open Molecules 2025 dataset. Energies are from the ωB97M-V functional and the def2-TZVPD basis.

XYZ file:
```
41
Properties=species:S:1:pos:R:3:nbo_charge:R:1
Rh -0.164 0.525 -0.389 1.227
O -3.332 -0.897 3.849 -0.694
C -3.881 0.197 3.302 0.447
C -5.132 0.611 3.762 -0.310
C -5.754 1.712 3.214 -0.151
C -5.131 2.450 2.212 -0.263
C -3.885 2.078 1.760 -0.115
C -3.247 0.957 2.297 -0.275
C -1.963 0.555 1.745 0.646
O -1.193 1.371 1.155 -0.686
N -1.607 -0.733 1.878 -0.457
N -0.652 -1.061 1.051 -0.209
C -0.002 -2.192 1.076 -0.056
C 1.131 -2.252 0.215 0.199
C 1.847 -3.443 -0.041 -0.170
C 2.882 -3.418 -0.979 -0.216
C 3.287 -2.248 -1.544 -0.125
C 2.684 -0.964 -1.073 0.042
N 1.468 -1.087 -0.334 -0.471
H -2.526 -1.136 3.343 0.502
H -5.595 0.029 4.542 0.222
H -6.741 1.990 3.555 0.214
H -5.625 3.308 1.783 0.219
H -3.392 2.609 0.958 0.247
H -0.260 -2.994 1.759 0.204
H 1.507 -4.358 0.412 0.227
H 3.347 -4.347 -1.266 0.235
H 4.043 -2.187 -2.308 0.240
H 3.419 -0.418 -0.434 0.232
N 0.320 2.154 -3.680 -0.573
C -0.855 2.247 -2.974 0.423
N -1.866 3.040 -3.274 -0.346
N -2.790 2.772 -2.368 -0.081
N -2.400 1.867 -1.554 -0.115
N -1.171 1.490 -1.890 -0.502
C 1.286 1.297 -3.294 0.478
N 2.296 0.843 -4.060 -0.280
N 2.951 -0.008 -3.344 -0.001
N 2.384 -0.072 -2.183 0.017
N 1.338 0.739 -2.080 -0.370
H 0.358 2.585 -4.590 0.442
```

Computed properties:
* lowest unoccupied orbital energy (spin up / spin down): -0.0448 / -0.1029 hartree
* ΔE to the lowest compared entry with this formula, charge and spin: 15.5 kcal/mol
* multiplicity: 5
* charge: 0

=====

# 3
Here is C33H50BrF8N4NbO2P as an isolated structure at a distorted geometry from the Open Molecules 2025 dataset. Energies are from the ωB97M-V functional and the def2-TZVPD basis.

XYZ file:
```
100
Properties=species:S:1:pos:R:3:lowdin_charge:R:1
C -3.629 -3.613 1.095 -0.093
C -2.244 -4.393 1.093 -0.263
O -2.099 -5.385 2.118 -0.184
C -2.378 -4.870 3.426 -0.234
C -1.487 -3.631 3.871 -0.188
C 0.024 -3.670 3.376 -0.202
C 0.397 -2.153 2.952 -0.317
C 1.892 -2.016 2.435 -0.385
Nb 2.564 0.091 1.942 1.125
N 0.780 1.001 2.753 -0.223
Br 3.414 2.590 1.435 -0.228
C 3.695 0.249 3.938 -0.384
C 2.887 -0.282 5.205 -0.285
O 2.820 0.759 6.237 -0.160
C 1.653 1.551 6.025 -0.133
C 1.330 2.523 7.237 -0.284
F 2.482 3.109 7.799 0.077
F 0.816 1.691 8.267 0.054
C 0.189 3.573 6.926 -0.267
F -0.176 4.363 8.007 0.110
F -0.956 2.814 6.603 0.092
C 0.449 4.518 5.675 -0.278
F -0.458 5.594 5.804 0.076
F 0.173 3.937 4.448 0.107
C 1.892 5.173 5.616 -0.213
F 1.877 6.287 4.775 0.058
F 2.890 4.278 5.227 0.059
P 1.636 0.038 -0.418 0.687
C 1.689 -1.662 -1.236 -0.505
C 0.337 -2.110 -1.968 -0.179
C -0.021 0.911 -0.615 -0.520
C -1.233 0.307 0.230 -0.202
H -3.861 -3.182 0.067 0.081
H -4.482 -4.202 1.536 0.074
H -3.490 -2.696 1.764 0.072
H -2.187 -4.953 0.101 0.124
H -1.395 -3.636 1.055 0.103
H -3.470 -4.612 3.607 0.111
H -2.145 -5.717 4.154 0.126
H -1.453 -3.659 5.014 0.114
H -1.965 -2.627 3.622 0.103
H 0.167 -4.275 2.420 0.104
H 0.746 -4.054 4.161 0.110
H -0.383 -1.882 2.165 0.075
H 0.149 -1.523 3.860 0.075
H 2.560 -2.373 3.299 0.044
H 2.032 -2.781 1.611 0.024
H 4.114 -0.635 1.258 -0.124
H 0.521 0.615 3.666 -0.055
H 0.883 2.026 2.819 -0.062
H 3.970 1.334 4.152 0.020
H 4.685 -0.301 3.834 0.024
H 1.875 -0.731 4.977 0.074
H 3.510 -1.116 5.674 0.117
H 1.755 2.084 5.033 0.114
H 0.770 0.831 5.965 0.145
H 2.179 5.516 6.662 0.180
H 2.002 -2.517 -0.570 0.039
H 2.478 -1.606 -2.062 0.042
H 0.448 -3.213 -2.241 0.069
H -0.594 -1.984 -1.346 0.040
H 0.227 -1.489 -2.904 0.047
H 0.065 2.020 -0.390 0.042
H -0.325 0.839 -1.713 0.042
H -1.187 -0.809 0.373 0.025
H -1.375 0.880 1.195 0.045
H -2.183 0.505 -0.381 0.062
N -0.836 3.373 -2.086 0.061
C -0.893 3.463 -3.422 -0.138
C -1.556 4.473 -4.100 -0.081
C -2.204 5.447 -3.355 -0.092
C -2.162 5.376 -1.971 -0.077
C -1.468 4.326 -1.390 -0.133
H -0.374 2.676 -3.960 0.100
H -1.566 4.497 -5.182 0.097
H -2.735 6.254 -3.848 0.100
H -2.656 6.118 -1.357 0.099
H -1.403 4.229 -0.310 0.109
N 2.859 -0.773 -4.873 0.071
C 3.757 -1.521 -5.528 -0.151
C 3.577 -1.990 -6.820 -0.085
C 2.398 -1.670 -7.475 -0.091
C 1.450 -0.898 -6.819 -0.072
C 1.730 -0.476 -5.529 -0.148
H 4.662 -1.748 -4.973 0.103
H 4.340 -2.589 -7.301 0.096
H 2.218 -2.018 -8.486 0.098
H 0.517 -0.628 -7.298 0.068
H 1.022 0.133 -4.976 0.096
N -1.901 -0.098 -7.884 0.052
C -2.017 -0.912 -8.942 -0.154
C -3.217 -1.456 -9.371 -0.077
C -4.367 -1.144 -8.663 -0.084
C -4.275 -0.306 -7.562 -0.073
C -3.028 0.188 -7.217 -0.143
H -1.089 -1.129 -9.462 0.101
H -3.250 -2.106 -10.236 0.100
H -5.326 -1.550 -8.965 0.104
H -5.152 -0.042 -6.985 0.102
H -2.906 0.851 -6.367 0.104
```

Computed properties:
* lowest unoccupied orbital energy: 0.0707 hartree
* charge: -1

=====

# 4
Here is C22H25N2O9S2V as an isolated structure from the Open Molecules 2025 dataset. Energies are from the ωB97M-V functional and the def2-TZVPD basis.

XYZ file:
```
61
Properties=species:S:1:pos:R:3:nbo_charge:R:1
V -0.183 0.283 0.211 1.560
C -3.339 -2.482 2.086 -0.700
C -1.827 -2.354 1.926 0.537
O -1.199 -1.812 2.831 -0.618
C -1.267 -2.994 0.765 -0.500
C -0.054 -2.741 0.154 0.339
C 0.543 -3.774 -0.762 -0.658
N 0.573 -1.566 0.289 -0.506
N 1.945 -1.588 -0.056 -0.409
C 2.451 -0.403 0.060 0.479
O 1.817 0.681 0.379 -0.793
C 3.922 -0.277 -0.167 0.017
C 4.632 -1.220 -0.908 -0.195
C 5.997 -1.081 -1.097 -0.235
C 6.675 0.001 -0.545 -0.250
C 5.972 0.948 0.189 -0.232
C 4.604 0.814 0.370 -0.208
H -3.763 -1.508 1.833 0.241
H -3.582 -2.704 3.127 0.197
H -3.780 -3.228 1.423 0.191
H -1.873 -3.778 0.322 0.187
H -0.130 -4.627 -0.844 0.193
H 1.507 -4.104 -0.371 0.221
H 0.719 -3.339 -1.746 0.239
H 4.090 -2.057 -1.326 0.232
H 6.536 -1.818 -1.682 0.192
H 7.744 0.109 -0.694 0.188
H 6.490 1.798 0.618 0.192
H 4.034 1.553 0.918 0.232
O -1.107 -1.588 -2.669 -0.965
S -0.672 -0.249 -2.982 2.427
O 0.094 -0.098 -4.200 -0.997
O -0.010 0.448 -1.858 -1.001
C -2.203 0.672 -3.284 -0.203
C -2.553 0.754 -4.628 -0.218
C -3.742 1.344 -5.031 -0.229
C -4.605 1.866 -4.080 -0.232
C -4.261 1.797 -2.739 -0.193
C -3.070 1.209 -2.328 -0.340
S -2.748 1.276 -0.554 2.428
O -4.003 1.653 0.047 -0.980
O -2.272 -0.074 -0.195 -0.974
O -1.642 2.222 -0.408 -0.965
H -1.863 0.348 -5.353 0.240
H -3.989 1.392 -6.085 0.194
H -5.540 2.328 -4.375 0.194
H -4.914 2.198 -1.977 0.240
C 0.918 0.828 3.726 -0.627
C -0.124 1.630 2.942 0.256
C 0.484 2.928 2.406 -0.632
C -1.338 1.933 3.826 -0.616
O -0.575 0.847 1.885 -0.789
H 1.278 1.380 4.603 0.170
H 1.763 0.604 3.074 0.219
H 0.474 -0.116 4.044 0.235
H 0.803 3.585 3.223 0.177
H -0.254 3.452 1.796 0.217
H 1.345 2.695 1.778 0.227
H -1.069 2.569 4.677 0.172
H -1.758 0.995 4.191 0.220
H -2.100 2.439 3.230 0.211
```

Computed properties:
* lowest unoccupied orbital energy (spin up / spin down): 0.1707 / 0.1707 hartree
* ΔE to the lowest compared entry with this formula, charge and spin: 0.0 kcal/mol
* multiplicity: 3
* charge: -2

=====

# 5
Here is F5FeLiPd as an isolated structure at a distorted geometry from the Open Molecules 2025 dataset. Energies are from the ωB97M-V functional and the def2-TZVPD basis.

XYZ file:
```
8
Properties=species:S:1:pos:R:3:nbo_charge:R:1
Fe 1.191 1.810 -2.430 0.868
Li 2.342 -2.692 0.763 0.963
Pd -0.107 -2.157 2.043 0.627
F -0.907 0.190 -0.241 0.179
F -0.460 2.243 -1.491 -0.861
F -1.155 -0.152 1.689 -0.618
F -1.580 1.087 0.218 0.121
F 0.677 -0.329 -0.551 -0.280
```

Computed properties:
* lowest unoccupied orbital energy (spin up / spin down): -0.2526 / -0.2550 hartree
* multiplicity: 8
* charge: +1

=====

# 6
Here is an isolated ion of composition C2H4N3 and charge +1 at a distorted geometry from the Open Molecules 2025 dataset. Energies are from the ωB97M-V functional and the def2-TZVPD basis.

XYZ file:
```
9
Properties=species:S:1:pos:R:3:nbo_charge:R:1
C 0.573 -1.316 0.018 0.264
C 0.510 1.176 -0.057 -0.003
N 1.630 0.544 0.003 0.014
N 1.830 -0.642 0.014 -0.047
N -0.492 -0.641 0.008 -0.500
H 0.755 -2.374 0.041 0.254
H -0.001 1.299 0.877 0.280
H 0.458 2.076 -0.689 0.303
H -1.397 -0.968 -0.008 0.436
```

Computed properties:
* lowest unoccupied orbital energy: -0.2573 hartree
* ΔE to the lowest compared entry with this formula, charge and spin: 84.4 kcal/mol
* charge: +1
* structure (SMILES): [H]/N=C/N=[N+]=C

=====

# 7
Here is C5H14GeSbSe5Tl as an isolated structure from the Open Molecules 2025 dataset. Energies are from the ωB97M-V functional and the def2-TZVPD basis.

XYZ file:
```
27
Properties=species:S:1:pos:R:3:lowdin_charge:R:1
Tl 0.307 -0.637 -3.117 0.566
C -1.314 1.523 2.036 -0.226
Ge 0.354 0.741 2.635 0.703
C 1.839 1.589 1.728 -0.221
C 0.537 0.858 4.559 -0.223
C 0.406 -1.160 2.196 -0.623
Se 0.270 -1.557 0.295 0.715
C -1.669 -1.602 0.195 -0.417
H -1.359 2.574 2.327 0.025
H -2.174 1.011 2.473 0.025
H -1.383 1.469 0.947 0.017
H 1.886 2.652 1.974 0.024
H 1.718 1.488 0.648 0.010
H 2.785 1.127 2.018 0.026
H 0.534 1.896 4.896 0.022
H 1.478 0.397 4.870 0.023
H -0.284 0.331 5.050 0.023
H -0.369 -1.731 2.709 0.024
H 1.364 -1.572 2.514 0.015
H -2.084 -0.759 0.739 0.002
H -2.040 -2.538 0.604 0.026
H -1.970 -1.530 -0.849 0.000
Se 1.739 -2.528 -9.234 0.004
Sb 0.245 -0.886 -8.227 -0.420
Se 0.865 1.313 -9.110 0.139
Se -1.972 -1.431 -9.089 0.024
Se 0.290 -1.038 -5.787 -0.282
```

Computed properties:
* lowest unoccupied orbital energy (spin up / spin down): -0.0935 / -0.0947 hartree
* charge: 0

=====

# 8
Here is a 2-piece molecular cluster, C5H10O2 overall from the Open Molecules 2025 dataset. Energies are from the ωB97M-V functional and the def2-TZVPD basis.

XYZ file:
```
17
Properties=species:S:1:pos:R:3:nbo_charge:R:1
C 1.902 1.127 -0.495 -0.261
O 1.361 0.098 -1.298 -0.508
C 0.758 -0.889 -0.593 0.144
C 0.983 -1.177 0.690 -0.546
O -1.857 -1.754 0.307 -0.550
C -1.846 -0.666 -0.224 0.443
C -1.885 0.646 0.507 -0.727
H 1.303 1.240 0.420 0.184
H 2.935 0.900 -0.214 0.178
H 1.860 2.049 -1.076 0.193
H 0.017 -1.380 -1.207 0.194
H 0.255 -1.727 1.275 0.238
H 1.867 -0.795 1.185 0.203
H -1.868 -0.582 -1.331 0.109
H -1.402 1.451 -0.058 0.225
H -2.947 0.897 0.612 0.243
H -1.436 0.565 1.500 0.238
```

Computed properties:
* lowest unoccupied orbital energy: 0.0329 hartree
* ΔE to the lowest compared entry with this formula, charge and spin: 70.5 kcal/mol
* charge: 0
* structure (SMILES): C=COC.CC=O